C5H8FLuO4 as an isolated structure in a non-equilibrium geometry, computed with the ωB97M-V functional and the def2-TZVPD basis.

Geometry as XYZ:
```
19
Properties=species:S:1:pos:R:3:forces:R:3
C -1.8884 0.1442 0.5662 -0.83 -1.00 0.88
O -1.2647 0.8498 -0.4522 -0.35 2.15 -3.60
Lu -1.6684 1.9182 -2.3688 2.10 -2.28 2.97
C -1.7276 0.8007 1.9312 0.10 0.22 0.05
H -2.9715 0.0087 0.3674 0.38 0.08 0.01
H -1.4755 -0.8865 0.6154 -0.07 0.38 -0.10
H -2.2136 0.2000 2.7148 0.13 0.16 -0.29
H -0.6636 0.9074 2.1915 -0.29 0.01 -0.06
H -2.1840 1.8023 1.9319 0.16 -0.28 0.03
C 0.9411 0.3466 -1.7099 2.37 -1.22 -0.10
O 0.8324 -0.9928 -1.7201 -0.91 0.90 -0.26
C 1.6178 -1.5463 -0.6981 0.53 -0.56 0.41
C 2.0438 -0.3310 0.1175 -0.03 -0.33 0.45
O 1.7795 0.7553 -0.7729 -0.90 0.43 -0.41
O 0.5837 1.0415 -2.6525 -2.10 0.87 0.28
F 2.6949 -2.1606 -1.2792 -0.40 0.29 0.17
H 1.0359 -2.3025 -0.1620 0.16 0.17 -0.14
H 1.4204 -0.2070 1.0107 0.21 -0.01 -0.17
H 3.1078 -0.3479 0.3690 -0.27 0.04 -0.10
```
Positions in Å, forces in eV/Å.

Values from the calculation:
2S+1: 2
HOMO-LUMO gap (spin up / spin down), eV: 7.4 / 8.1
Total charge: +1
Energy above the lowest of the compared OMol25 structures with the same formula, charge and spin, kcal per mole: 17.1
E_LUMO (spin up / spin down), eV: -4.284 / -5.496